# C5H12N3O

An isolated ion of composition C5H12N3O and charge +1 at a distorted geometry (wB97M-V/def2-TZVPD, the OMol25 dataset).

Geometry as XYZ:
```
21
Properties=species:S:1:pos:R:3
C -0.73 -0.32 1.68
C -0.12 0.65 0.62
C 1.11 1.50 1.09
C -1.15 1.37 -0.24
N 0.41 -0.35 -0.36
N 1.54 -0.25 -0.85
O 1.72 -1.17 -1.78
C 0.56 -2.05 -1.81
N -0.30 -1.32 -0.99
H -1.19 -1.13 1.31
H 0.07 -0.85 2.33
H -1.40 0.23 2.24
H 1.01 2.36 0.39
H 1.99 0.87 0.97
H 0.96 1.77 2.05
H -0.69 2.28 -0.73
H -1.76 0.65 -0.81
H -1.83 1.94 0.29
H 0.87 -2.93 -1.37
H 0.23 -2.05 -2.85
H -1.29 -1.20 -1.17
```

Its energy relative to the best compared isomer or geometry (same formula, charge and spin) is 593.4 kJ/mol. The SMILES is CC(C)(C)[N+]1=NOCN1. Its strongest force on any atom is 4.58 eV/Å. As for the net charge: +1. As for the highest occupied orbital energy: -14.542 eV.